Entry 1:
A 8-piece molecular cluster, C11H7Cl28F9P2S2 overall in a non-equilibrium geometry, computed with ωB97M-V/def2-TZVPD.

```
59
Properties=species:S:1:pos:R:3:mulliken_charge:R:1
Cl -1.51446 4.57730 2.76296 -0.1200
Cl 4.60259 -2.65460 4.61073 -0.1031
Cl 4.20966 0.21347 -0.69153 0.0308
Cl -0.52824 6.08583 -2.96809 -0.0561
H -4.27989 -2.23456 -1.92670 0.0639
C 0.00168 -1.19593 0.72777 0.6062
Cl 1.54533 2.48638 -5.99457 -0.0938
H -2.24427 -3.30809 -2.31681 0.0593
C -2.11195 -2.60969 1.19767 -0.3247
Cl -2.33020 3.28408 -1.07530 -0.0428
P -3.31704 -3.80505 0.38547 -0.1396
H -1.44530 -3.21261 1.81478 0.3391
Cl -3.53542 1.04798 -2.45344 -0.1133
F 0.97563 -0.92992 -1.39143 -0.1793
C -1.35968 -1.68400 0.20074 -0.8819
F 0.68765 -3.42078 -1.69547 -0.2992
Cl 2.90186 -4.82871 5.46117 -0.1124
F 2.82399 -2.74831 -1.51833 -0.3307
C 0.11484 3.92979 2.52028 0.3229
H -1.21577 -2.12797 -0.78722 0.2127
Cl 0.92889 4.84155 1.24044 -0.1074
Cl 5.71030 2.28222 -2.04470 -0.0767
Cl -6.07173 0.50978 5.13620 -0.1052
Cl 3.91901 2.96340 0.11650 -0.0534
H -2.00321 -0.81548 0.04988 0.4556
H -2.70517 -5.07929 0.49073 0.1028
P -3.53989 -3.42410 -1.74394 0.2304
Cl 1.03944 4.06517 4.02311 -0.1086
C 3.44775 -3.87964 4.07146 0.2536
C 5.05621 1.74976 -0.48813 0.1990
Cl -1.66049 8.68937 -2.42729 -0.1070
Cl -0.00301 2.23229 2.05504 0.0261
F 0.68705 -3.84143 0.55867 -0.2889
Cl -3.85878 -1.34315 5.22706 -0.0967
S -4.36254 -5.00780 -2.55097 -0.3920
C 1.22459 -1.49080 -0.18981 0.6901
F 0.17677 -1.50339 2.02300 -0.2913
C -2.07033 2.03746 -2.29965 0.1552
Cl 2.05963 -3.08572 3.31745 -0.0066
Cl -1.15432 6.85182 -0.25561 -0.0411
F 2.19669 -4.73746 -0.77691 -0.3144
F 2.26463 -0.83670 0.28060 -0.2419
F -0.07496 0.16935 0.73060 -0.0952
H -2.73181 -1.95036 1.80605 0.1477
S 1.70582 -3.26776 -0.50615 1.3922
C -4.65579 -0.09023 4.26688 0.2982
Cl -1.70481 2.79661 -3.85294 -0.0904
Cl 3.76628 0.68712 -6.41083 -0.1059
Cl 2.39581 0.72424 -3.86999 0.0206
C -1.65724 6.98683 -1.94692 0.2801
Cl 6.37551 1.54587 0.67360 -0.1155
Cl -5.16567 -0.77547 2.71444 -0.0982
F 2.79553 -3.16031 0.65207 -0.2800
Cl -3.28498 6.32333 -2.13813 -0.0878
Cl 4.22834 -4.94995 2.89945 -0.1030
Cl -0.72408 1.01306 -1.80209 0.0206
C 2.94123 1.71255 -5.23042 0.2078
Cl 4.05590 2.95220 -4.64427 -0.0815
Cl -3.52758 1.24048 3.98285 -0.0293
```

relative energy (zero: lowest compared OMol25 entry of this formula, charge and spin) = 11.65 kcal per mole
orbital gap = 8.700 eV
charge = 0
SMILES string = FC(F)(CCP[PH2]=S)C(F)(F)S(F)(F)(F)(F)F.ClC(Cl)(Cl)Cl.ClC(Cl)(Cl)Cl.ClC(Cl)(Cl)Cl.ClC(Cl)(Cl)Cl.ClC(Cl)(Cl)Cl.ClC(Cl)(Cl)Cl.ClC(Cl)(Cl)Cl

=====

Entry 2:
C11H7F5N9O2Ru as an isolated structure in a non-equilibrium geometry, computed with ωB97M-V/def2-TZVPD.

```
35
Properties=species:S:1:pos:R:3:mulliken_charge:R:1
N -0.35834 -0.27906 -2.56183 0.7005
C 3.01540 -0.00258 -1.17900 -0.4866
H -1.67624 -0.49806 1.69281 0.2336
F 2.89584 -1.99677 3.96218 -0.2819
C 1.42619 -2.03518 -0.15694 -0.1230
C 2.02149 -2.15661 -1.44544 -0.5591
N -0.73087 -0.95863 -4.57325 -0.7045
N -1.11001 3.73163 0.13398 -0.6508
N -1.48244 3.63604 -1.16727 -0.5500
C -1.18355 2.38836 -1.48723 0.3983
C 2.99174 -1.76025 2.64021 0.5596
O -1.91947 -1.54005 -0.02356 -0.6357
F 1.70287 0.14084 2.78947 -0.3552
N -0.20558 -1.30266 -3.44885 -0.4927
C 2.45512 0.14327 0.06535 -0.7537
H 3.61421 0.80717 -1.58005 0.3813
C 1.64128 -0.88217 0.64489 0.9017
C -1.01909 0.64797 -3.24192 0.4738
N -1.26816 0.28285 -4.48806 -0.5658
F 4.07554 -0.99848 2.44578 -0.2635
H 3.26136 -1.28059 -2.92719 0.3490
C 2.82557 -1.18195 -1.94167 -0.4710
F 0.67992 -1.79661 2.61328 -0.3083
H 2.63997 1.03645 0.64843 0.4215
N -0.65104 1.71894 -0.47558 0.6429
N -1.39858 1.88356 -2.75485 -0.1406
F 3.19943 -2.93342 2.03644 -0.2446
H 1.81648 -3.03947 -2.03669 0.3038
C 1.71333 -1.05416 2.13283 0.3981
O -3.18267 -1.81565 1.82315 -0.6754
Ru -0.19400 -0.39856 -0.44465 0.1342
C -2.27752 -1.27897 1.18687 0.3062
H 0.88954 -2.87115 0.27350 0.3992
N -0.62210 2.61493 0.55085 -0.5642
H -1.80875 2.51547 -3.41694 0.2229
```

⟨S²⟩ = 1.15
relative energy (zero: lowest compared OMol25 entry of this formula, charge and spin) = 42.10 kcal per mole
orbital gap (spin up / spin down) = 5.863 / 5.954 eV
charge = -2
multiplicity = 2

=====

Entry 3:
C11H8Cl5HfN5S as an isolated structure in a non-equilibrium geometry, computed with ωB97M-V/def2-TZVPD.

```
31
Properties=species:S:1:pos:R:3:mulliken_charge:R:1
Hf 0.68841 0.78707 -0.50119 1.1941
Cl 1.08144 -4.83454 -2.44494 -0.1052
H -3.71337 2.68704 3.26248 0.3078
H 0.39184 -1.78903 1.80636 0.3908
N -2.10042 1.50807 2.42715 -0.1663
H -3.75711 2.12263 1.49433 0.3539
C 2.35154 -1.19024 -0.18000 0.4784
C 0.66578 -2.39500 -1.42829 0.6278
Cl 2.81052 0.42996 0.59148 -0.2246
N 0.23487 3.71470 -3.55017 -0.3505
S -1.76479 1.34098 -0.18585 -0.3628
C 3.24467 -2.22839 -0.20576 -0.2738
C -1.43598 0.97541 1.43534 0.4773
Cl -0.86821 -2.45119 -2.12940 -0.1023
N -1.79377 4.19550 -4.90594 -0.3135
Cl 3.71171 -4.81586 -0.79368 -0.0921
H -2.62705 3.47297 2.06749 0.3485
C 1.54432 -3.48070 -1.48543 -0.1395
C -0.55455 -1.27522 1.68188 -0.9289
C 2.83015 -3.39056 -0.86697 0.6167
H -1.16934 -1.52908 2.50187 0.4107
C -3.10212 2.52629 2.28627 -0.8500
C -0.85273 3.96072 -4.27089 0.4115
Cl 4.68990 -2.18656 0.69080 -0.1265
C 0.55032 2.79066 -2.84157 0.7681
C 1.12056 -1.20046 -0.85654 -0.4188
H 0.06993 0.39968 2.58692 0.3723
N 0.91254 2.01269 -1.99593 -0.7608
H -1.86951 1.22213 3.38258 0.3309
H -1.01007 -1.60635 0.76651 0.3710
N -0.27949 0.22672 1.66108 -0.2442
```

orbital gap = 7.777 eV
charge = +2

=====

What did the second record say?
C11H7F5N9O2Ru as an isolated structure in a non-equilibrium geometry, computed with ωB97M-V/def2-TZVPD.

```
35
Properties=species:S:1:pos:R:3:mulliken_charge:R:1
N -0.35834 -0.27906 -2.56183 0.7005
C 3.01540 -0.00258 -1.17900 -0.4866
H -1.67624 -0.49806 1.69281 0.2336
F 2.89584 -1.99677 3.96218 -0.2819
C 1.42619 -2.03518 -0.15694 -0.1230
C 2.02149 -2.15661 -1.44544 -0.5591
N -0.73087 -0.95863 -4.57325 -0.7045
N -1.11001 3.73163 0.13398 -0.6508
N -1.48244 3.63604 -1.16727 -0.5500
C -1.18355 2.38836 -1.48723 0.3983
C 2.99174 -1.76025 2.64021 0.5596
O -1.91947 -1.54005 -0.02356 -0.6357
F 1.70287 0.14084 2.78947 -0.3552
N -0.20558 -1.30266 -3.44885 -0.4927
C 2.45512 0.14327 0.06535 -0.7537
H 3.61421 0.80717 -1.58005 0.3813
C 1.64128 -0.88217 0.64489 0.9017
C -1.01909 0.64797 -3.24192 0.4738
N -1.26816 0.28285 -4.48806 -0.5658
F 4.07554 -0.99848 2.44578 -0.2635
H 3.26136 -1.28059 -2.92719 0.3490
C 2.82557 -1.18195 -1.94167 -0.4710
F 0.67992 -1.79661 2.61328 -0.3083
H 2.63997 1.03645 0.64843 0.4215
N -0.65104 1.71894 -0.47558 0.6429
N -1.39858 1.88356 -2.75485 -0.1406
F 3.19943 -2.93342 2.03644 -0.2446
H 1.81648 -3.03947 -2.03669 0.3038
C 1.71333 -1.05416 2.13283 0.3981
O -3.18267 -1.81565 1.82315 -0.6754
Ru -0.19400 -0.39856 -0.44465 0.1342
C -2.27752 -1.27897 1.18687 0.3062
H 0.88954 -2.87115 0.27350 0.3992
N -0.62210 2.61493 0.55085 -0.5642
H -1.80875 2.51547 -3.41694 0.2229
```

⟨S²⟩ = 1.15
relative energy (zero: lowest compared OMol25 entry of this formula, charge and spin) = 42.10 kcal per mole
orbital gap (spin up / spin down) = 5.863 / 5.954 eV
charge = -2
multiplicity = 2

=====

Q: The lowest charge belongs to which entry?
A: C11H7F5N9O2Ru

=====

What did the second record say?
C11H7F5N9O2Ru as an isolated structure in a non-equilibrium geometry, computed with ωB97M-V/def2-TZVPD.

```
35
Properties=species:S:1:pos:R:3:mulliken_charge:R:1
N -0.35834 -0.27906 -2.56183 0.7005
C 3.01540 -0.00258 -1.17900 -0.4866
H -1.67624 -0.49806 1.69281 0.2336
F 2.89584 -1.99677 3.96218 -0.2819
C 1.42619 -2.03518 -0.15694 -0.1230
C 2.02149 -2.15661 -1.44544 -0.5591
N -0.73087 -0.95863 -4.57325 -0.7045
N -1.11001 3.73163 0.13398 -0.6508
N -1.48244 3.63604 -1.16727 -0.5500
C -1.18355 2.38836 -1.48723 0.3983
C 2.99174 -1.76025 2.64021 0.5596
O -1.91947 -1.54005 -0.02356 -0.6357
F 1.70287 0.14084 2.78947 -0.3552
N -0.20558 -1.30266 -3.44885 -0.4927
C 2.45512 0.14327 0.06535 -0.7537
H 3.61421 0.80717 -1.58005 0.3813
C 1.64128 -0.88217 0.64489 0.9017
C -1.01909 0.64797 -3.24192 0.4738
N -1.26816 0.28285 -4.48806 -0.5658
F 4.07554 -0.99848 2.44578 -0.2635
H 3.26136 -1.28059 -2.92719 0.3490
C 2.82557 -1.18195 -1.94167 -0.4710
F 0.67992 -1.79661 2.61328 -0.3083
H 2.63997 1.03645 0.64843 0.4215
N -0.65104 1.71894 -0.47558 0.6429
N -1.39858 1.88356 -2.75485 -0.1406
F 3.19943 -2.93342 2.03644 -0.2446
H 1.81648 -3.03947 -2.03669 0.3038
C 1.71333 -1.05416 2.13283 0.3981
O -3.18267 -1.81565 1.82315 -0.6754
Ru -0.19400 -0.39856 -0.44465 0.1342
C -2.27752 -1.27897 1.18687 0.3062
H 0.88954 -2.87115 0.27350 0.3992
N -0.62210 2.61493 0.55085 -0.5642
H -1.80875 2.51547 -3.41694 0.2229
```

⟨S²⟩ = 1.15
relative energy (zero: lowest compared OMol25 entry of this formula, charge and spin) = 42.10 kcal per mole
orbital gap (spin up / spin down) = 5.863 / 5.954 eV
charge = -2
multiplicity = 2